Density functional theory data (the ωB97M-V functional and the def2-TZVPD basis) for 5 unconnected molecules or ions with the total composition C2H12O5 in a non-equilibrium geometry.

Last column: Löwdin charge in e.
Geometry (Å):
C  -0.7358  -2.2471  0.3817  -0.049
C  0.4922  -1.7500  1.1403  -0.225
O  1.3843  -1.0482  0.5868  -0.020
H  -0.9464  -1.6717  -0.5215  0.055
H  -1.6108  -1.9237  1.0322  0.091
H  -0.7364  -3.3598  0.3569  0.096
H  0.4978  -1.9767  2.2025  0.110
O  -1.3249  1.9982  2.2278  -0.070
H  -1.5812  1.1487  1.8969  0.002
H  -1.7488  2.6911  1.6161  0.090
O  1.1026  0.8890  -1.3418  -0.103
H  0.8104  0.4260  -0.4852  0.031
H  0.3857  1.5594  -1.2826  0.050
O  -0.3790  -1.2368  -3.0120  -0.042
H  -0.6944  -0.4187  -3.2413  -0.026
H  0.5409  -1.0838  -2.6937  0.049
O  1.6125  3.0775  0.4231  -0.116
H  2.1604  2.2735  0.0506  0.087
H  0.7709  2.6531  0.6632  -0.010

As for the LUMO energy: 0.02 eV. The total energy comes out at -12504.8608 eV. For the gap between HOMO and LUMO, the calculation gives 10.73 eV. The calculation puts the strongest force on any atom at 0.081 Eh/bohr. The calculation puts the energy relative to the best compared isomer or geometry (same formula, charge and spin) at 127.5 kJ/mol.

Density functional theory data (the ωB97M-V functional and the def2-TZVPD basis) for a molecular structure, C2H13F4HfO5 in a non-equilibrium geometry.

Last column: Löwdin spin population.
Geometry (Å):
Hf  0.8868  -0.3581  0.8283  -0.010
F  -0.0103  0.7901  2.7465  0.005
F  3.1201  -1.0802  0.1398  0.000
F  1.2502  -2.1132  2.3873  0.001
F  1.7980  1.7480  0.2546  0.018
C  -1.9683  2.4470  -1.7214  0.031
C  -2.0400  0.9961  -1.2073  0.090
O  -1.0089  0.5987  -0.3626  0.791
H  -2.7972  2.7282  -2.3710  0.001
H  -1.1868  2.5657  -2.4719  0.002
H  -1.8878  3.2175  -0.9545  0.000
H  -2.1812  0.3946  -2.1052  0.003
H  -2.9848  0.8955  -0.6731  0.053
O  1.2895  -0.4733  -1.7912  0.007
H  2.0818  -0.1703  -2.2347  0.000
H  0.7233  -0.7847  -2.4974  0.000
O  2.9031  0.3497  2.6328  0.000
H  3.7820  -0.0295  2.6243  0.000
H  3.0273  1.2358  2.9728  0.000
O  0.3314  -2.4319  -0.3174  -0.001
H  -0.3193  -3.0341  0.0434  0.000
H  0.5751  -2.8180  -1.1587  0.000
O  -1.4375  -1.4565  1.6239  0.008
H  -2.2069  -0.8944  1.7153  0.000
H  -1.7394  -2.3227  1.8974  0.000

As for the expectation value of S²: 0.7543. As for the LUMO energy (spin up / spin down): -0.71 / -3.95 eV. The total energy comes out at -24699.6711 eV. For the gap between HOMO and LUMO (spin up / spin down), the calculation gives 9.29 / 6.04 eV. The calculation puts the strongest force on any atom at 0.126 Eh/bohr. As for the spin multiplicity: 2.

> The highest strongest force on any atom belongs to which entry?

C2H13F4HfO5